1.
# C15H10ClN3O3

C15H10ClN3O3 in the gas phase at a distorted geometry (wB97M-V/def2-TZVPD, OMol25).

## Properties
HOMO level: -8.6 eV
Orbital gap: 0.322 Eh
Energy above the lowest of the compared OMol25 structures with the same formula, charge and spin: 37.8 kJ/mol
SMILES string: O=C(Nc1cccnc1Cl)c1cc(-c2ccccc2O)on1

Each line ends with the natural charge from an NBO analysis.
Atoms and positions in Å:
O 1.899 3.407 -0.543  -0.565
C 1.981 2.205 -0.428  0.660
N 3.188 1.574 -0.370  -0.608
C 3.440 0.223 -0.116  0.087
C 4.283 -0.512 -0.944  -0.169
C 4.524 -1.847 -0.668  -0.247
C 3.913 -2.410 0.440  0.037
N 3.137 -1.716 1.255  -0.414
C 2.917 -0.451 0.997  0.179
Cl 1.951 0.392 2.150  0.023
C 0.792 1.321 -0.420  0.053
C -0.492 1.638 0.074  -0.319
C -1.244 0.520 -0.209  0.316
C -2.635 0.210 0.052  -0.152
C -3.440 1.192 0.644  -0.154
C -4.768 0.959 0.920  -0.250
C -5.329 -0.273 0.608  -0.169
C -4.558 -1.254 0.025  -0.267
C -3.210 -1.035 -0.262  0.342
O -2.543 -2.058 -0.831  -0.662
O -0.446 -0.373 -0.842  -0.304
N 0.804 0.129 -0.968  -0.117
H 3.985 2.161 -0.585  0.419
H 4.733 -0.030 -1.800  0.224
H 5.169 -2.434 -1.302  0.226
H 4.051 -3.448 0.706  0.201
H -0.771 2.544 0.564  0.249
H -3.003 2.148 0.883  0.212
H -5.368 1.730 1.375  0.218
H -6.370 -0.465 0.820  0.218
H -4.970 -2.219 -0.226  0.228
H -1.618 -1.828 -0.998  0.505



2.
# C15H10CuNO4S

C15H10CuNO4S as an isolated structure at a distorted geometry (wB97M-V/def2-TZVPD, OMol25).

## Properties
HOMO level (alpha / beta): -5.2 / -5.4 eV
Spin multiplicity: 2
Orbital gap (alpha / beta): 0.285 / 0.291 Eh
Net charge: -1

Each line ends with the Mulliken spin population.
Atoms and positions in Å:
Cu -0.330 -0.052 -2.114  0.845
C 3.935 -0.295 -2.511  0.005
C 4.318 -0.329 -1.175  -0.002
C 3.343 -0.324 -0.187  -0.001
C 1.990 -0.297 -0.532  -0.213
C 1.581 -0.258 -1.870  0.195
C 2.584 -0.260 -2.844  -0.067
C 0.920 -0.298 0.513  0.061
C 1.219 -0.203 1.900  0.004
C 0.214 -0.202 2.810  -0.002
C -1.127 -0.293 2.386  0.004
C -2.220 -0.303 3.288  0.000
C -3.493 -0.398 2.816  0.000
C -3.724 -0.474 1.422  0.000
C -2.692 -0.456 0.532  0.004
C -1.358 -0.376 0.997  -0.006
N -0.324 -0.376 0.093  0.012
H 4.690 -0.294 -3.290  -0.002
H 5.368 -0.352 -0.903  0.000
H 3.657 -0.344 0.852  -0.001
H 2.309 -0.213 -3.894  0.008
H 2.245 -0.126 2.228  0.000
H 0.431 -0.130 3.872  0.000
H -2.023 -0.239 4.354  0.000
H -4.330 -0.399 3.504  0.000
H -4.741 -0.519 1.053  0.000
H -2.864 -0.464 -0.536  -0.001
O -2.487 2.182 -1.282  0.002
S -1.965 1.728 -2.559  -0.025
O -2.554 2.354 -3.717  0.010
O -2.132 0.184 -2.637  0.089
O -0.440 1.828 -2.569  0.080



3.
# C15H10HgNO4

C15H10HgNO4 as an isolated structure at a distorted geometry (wB97M-V/def2-TZVPD, OMol25).

## Properties
HOMO level (alpha / beta): -6.1 / -7.9 eV
Spin multiplicity: 2
Orbital gap (alpha / beta): 0.191 / 0.258 Eh

Each line ends with the Mulliken spin population.
Atoms and positions in Å:
Hg -2.124 1.225 -2.084  0.796
O 2.755 1.703 -2.777  -0.002
C 1.446 1.918 -2.621  -0.003
O 0.577 1.772 -3.497  -0.020
C 1.043 2.343 -1.220  0.039
C 2.025 2.196 -0.193  0.000
C 1.618 2.527 1.131  0.006
C 0.266 2.821 1.348  0.000
C -0.637 2.928 0.243  0.017
N -0.238 2.703 -1.011  -0.021
C -2.093 3.269 0.438  0.001
O -2.399 3.980 1.546  -0.006
O -3.009 2.888 -0.234  -0.020
H 2.887 1.372 -3.699  0.000
H 2.942 1.708 -0.522  0.000
H 2.398 2.455 1.897  0.001
H -0.124 2.961 2.404  0.000
H -1.553 4.323 2.013  0.000
C -2.083 -0.722 -1.396  0.163
C -1.561 -1.642 -0.745  0.043
C -1.008 -2.745 -0.032  0.012
C -0.628 -2.543 1.334  -0.005
C 0.128 -3.515 1.981  0.001
C 0.455 -4.688 1.419  -0.003
C 0.023 -4.941 0.095  0.002
C -0.728 -4.003 -0.617  -0.003
H -1.046 -1.661 1.899  0.000
H 0.425 -3.282 2.987  0.000
H 1.132 -5.315 1.940  0.000
H 0.311 -5.850 -0.435  0.000
H -1.200 -4.184 -1.593  0.000